Density functional theory data (ωB97M-V with the def2-TZVPD basis set) for a molecular structure, CH2N2S2.

Geometry (Å):
S -1.919 -0.661 0.803
S 0.237 -1.193 -0.721
N -1.675 1.807 -0.518
N 1.472 -0.435 -0.034
C -1.816 0.811 0.042
H 2.001 -0.845 0.724
H 1.699 0.515 -0.296

Computed properties:
- E (eV) = -25718.3948
- frontier orbital gap (eV) = 7.38
- multiplicity = 1
- relative energy (zero: lowest compared OMol25 entry of this formula, charge and spin) (kcal per mole) = 18.8

Density functional theory data (ωB97M-V with the def2-TZVPD basis set) for 2 unconnected molecules or ions with the total composition CH2N2S2.

Geometry (Å):
S -3.554 -0.298 -1.136
S -3.108 -0.868 -3.133
N -1.515 -0.791 -2.656
N -0.292 -0.204 0.741
C -1.808 -0.432 -1.450
H 0.210 -0.848 0.055
H 0.055 0.664 0.451

Computed properties:
- E (eV) = -25714.5363
- frontier orbital gap (alpha / beta) (eV) = 8.07 / 8.76
- multiplicity = 1
- relative energy (zero: lowest compared OMol25 entry of this formula, charge and spin) (kcal per mole) = 107.8

Density functional theory data (ωB97M-V with the def2-TZVPD basis set) for 3 unconnected molecules or ions with the total composition CH2N3O4.

Geometry (Å):
O -4.177 1.158 0.498
O -5.971 -0.530 -0.030
O -0.372 -1.340 -0.094
O -3.922 -1.012 -0.547
N -4.849 -0.483 -0.228
N -2.992 1.160 0.156
N -0.107 -0.145 0.200
C -2.016 1.043 -0.477
H 0.764 0.297 -0.334
H -0.104 -1.782 -0.966

Computed properties:
- E (eV) = -13709.6666
- frontier orbital gap (alpha / beta) (eV) = 7.44 / 7.44
- multiplicity = 1
- relative energy (zero: lowest compared OMol25 entry of this formula, charge and spin) (kcal per mole) = 116.0
- charge = +1

Density functional theory data (ωB97M-V with the def2-TZVPD basis set) for a single CH2N4 molecule.

Geometry (Å):
N 1.037 -0.214 0.016
N 0.755 1.092 0.020
N -0.046 -0.980 -0.026
N -0.547 1.176 -0.043
C -1.052 -0.094 -0.009
H 1.967 -0.582 -0.092
H -2.114 -0.398 0.133

Computed properties:
- E (eV) = -7028.2882
- frontier orbital gap (eV) = 12.22
- SMILES string = c1nn[nH]n1
- multiplicity = 1
- relative energy (zero: lowest compared OMol25 entry of this formula, charge and spin) (kcal per mole) = 38.2

Density functional theory data (ωB97M-V with the def2-TZVPD basis set) for a single CH2N4 molecule.

Geometry (Å):
N 1.001 0.841 -0.094
N -0.241 1.231 0.008
N -0.383 -0.944 -0.055
N 0.921 -0.513 -0.094
C -1.011 0.139 0.015
H -2.056 0.140 -0.191
H 1.769 -0.893 0.411

Computed properties:
- E (eV) = -7027.7667
- frontier orbital gap (eV) = 11.79
- SMILES string = c1nn[nH]n1
- multiplicity = 1
- relative energy (zero: lowest compared OMol25 entry of this formula, charge and spin) (kcal per mole) = 50.2

Density functional theory data (ωB97M-V with the def2-TZVPD basis set) for a single CH2N4O molecule.

Geometry (Å):
O -1.941 -0.024 -0.126
N 1.310 -0.694 -0.141
N 0.161 1.053 0.104
N 0.091 -1.034 0.009
N 1.410 0.550 -0.085
C -0.724 0.110 -0.032
H -0.020 1.969 -0.133
H -0.287 -1.929 0.405

Computed properties:
- E (eV) = -9075.5595
- frontier orbital gap (eV) = 10.70
- SMILES string = O=c1[nH]nn[nH]1
- multiplicity = 1
- relative energy (zero: lowest compared OMol25 entry of this formula, charge and spin) (kcal per mole) = 17.0

Density functional theory data (ωB97M-V with the def2-TZVPD basis set) for a single CH2N4O molecule.

Geometry (Å):
O -0.268 -1.792 0.566
N 0.672 -1.172 1.198
N 0.693 -0.001 0.678
N -0.317 1.316 -0.930
N -0.895 -1.033 -0.395
C -0.267 0.183 -0.349
H -1.029 1.379 -1.647
H 1.336 0.720 0.980

Computed properties:
- E (eV) = -9073.0025
- frontier orbital gap (eV) = 8.16
- multiplicity = 1
- relative energy (zero: lowest compared OMol25 entry of this formula, charge and spin) (kcal per mole) = 76.0

Density functional theory data (ωB97M-V with the def2-TZVPD basis set) for a single CH2N4O molecule.

Geometry (Å):
O 1.376 0.593 -0.150
N 0.079 1.102 0.030
N 0.102 -1.143 0.109
N -2.015 -0.174 -0.060
N 1.265 -0.789 0.008
C -0.767 0.012 -0.037
H 0.086 1.480 0.974
H -2.515 0.736 -0.153

Computed properties:
- E (eV) = -9073.4313
- frontier orbital gap (eV) = 10.40
- SMILES string = [H]/N=c1/nno[nH]1
- multiplicity = 1
- relative energy (zero: lowest compared OMol25 entry of this formula, charge and spin) (kcal per mole) = 66.1

Density functional theory data (ωB97M-V with the def2-TZVPD basis set) for a single CH2N4O molecule.

Geometry (Å):
O 1.539 0.286 0.299
N -1.632 -0.281 -1.158
N 0.625 0.578 -0.692
N 0.780 -0.417 1.256
N -0.422 -0.335 0.897
C -0.616 0.205 -0.346
H -1.672 0.329 -1.923
H -2.401 -0.666 -0.512

Computed properties:
- E (eV) = -9073.4320
- frontier orbital gap (eV) = 10.21
- SMILES string = Nc1nnon1
- multiplicity = 1
- relative energy (zero: lowest compared OMol25 entry of this formula, charge and spin) (kcal per mole) = 66.1

Density functional theory data (ωB97M-V with the def2-TZVPD basis set) for a single CH2N4O2 molecule.

Geometry (Å):
O -0.517 0.357 1.254
O 0.793 -0.909 -1.643
N 0.911 -0.826 0.464
N -1.306 1.443 -0.788
N 0.225 -0.280 -0.521
N 0.525 -0.485 1.641
C -0.710 0.602 -0.051
H 1.417 -0.113 -2.069
H -1.856 1.947 -0.087

Computed properties:
- E (eV) = -11118.7714
- frontier orbital gap (eV) = 10.04
- SMILES string = [H]/N=c1\onnn1O
- multiplicity = 1
- relative energy (zero: lowest compared OMol25 entry of this formula, charge and spin) (kcal per mole) = 111.8

Density functional theory data (ωB97M-V with the def2-TZVPD basis set) for a single CH2N4O2 molecule.

Geometry (Å):
O 1.019 1.092 0.179
O -1.337 -1.394 0.346
N 0.962 -1.120 -0.161
N -1.179 1.693 -0.039
N -0.285 -0.658 -0.299
N 1.760 -0.171 0.071
C -0.369 0.748 -0.086
H -2.160 1.454 -0.191
H -1.891 -1.747 -0.493

Computed properties:
- E (eV) = -11119.7646
- frontier orbital gap (eV) = 10.14
- SMILES string = [H]/N=c1/onnn1O
- multiplicity = 1
- relative energy (zero: lowest compared OMol25 entry of this formula, charge and spin) (kcal per mole) = 88.9

Density functional theory data (ωB97M-V with the def2-TZVPD basis set) for a single CH2N4O3 molecule.

Geometry (Å):
O -1.332 -0.979 0.832
O 2.292 0.347 0.112
O -1.728 0.575 -0.644
N 1.316 -0.553 -0.290
N -0.020 1.274 0.524
N -1.054 1.620 0.170
N -1.012 -0.505 -0.705
C 0.305 0.082 -0.242
H 3.179 -0.100 -0.399
H -1.946 -1.762 0.642

Computed properties:
- E (eV) = -13163.3612
- frontier orbital gap (eV) = 9.96
- SMILES string = O/N=c1\nnon1O
- multiplicity = 1
- relative energy (zero: lowest compared OMol25 entry of this formula, charge and spin) (kcal per mole) = 85.7

Density functional theory data (ωB97M-V with the def2-TZVPD basis set) for a molecular structure, CH2N5.

Geometry (Å):
N -0.385 1.102 0.126
N -0.518 -1.413 0.142
N 0.426 0.215 0.039
N -1.611 -1.387 -0.067
N 2.905 0.170 -0.133
C 1.767 0.163 -0.009
H -0.103 2.088 0.228
H -2.480 -0.938 -0.326

Computed properties:
- E (eV) = -8506.5396
- frontier orbital gap (eV) = 8.91
- multiplicity = 1
- relative energy (zero: lowest compared OMol25 entry of this formula, charge and spin) (kcal per mole) = 33.7
- charge = +1

Density functional theory data (ωB97M-V with the def2-TZVPD basis set) for a gas-phase ion, CH2NO2 (charge -1).

Geometry (Å):
O 0.599 0.300 -1.470
O -1.011 0.930 -0.046
N 0.377 -0.709 0.630
C 0.099 0.126 -0.348
H -1.245 0.627 0.845
H 1.181 -1.274 0.389

Computed properties:
- E (eV) = -6655.8450
- frontier orbital gap (eV) = 7.89
- SMILES string = [H]/N=C(\[O-])O
- multiplicity = 1
- relative energy (zero: lowest compared OMol25 entry of this formula, charge and spin) (kcal per mole) = 12.3
- charge = -1

Density functional theory data (ωB97M-V with the def2-TZVPD basis set) for 2 unconnected molecules or ions with the total composition CH2NO2S.

Geometry (Å):
S 1.260 -1.906 -1.093
O 1.502 0.374 0.275
O -0.920 1.188 0.587
N -1.007 0.139 -0.450
C 0.951 -0.497 -0.351
H -1.677 -0.544 -0.054
H -0.109 1.247 1.086

Computed properties:
- E (eV) = -17488.4873
- frontier orbital gap (eV) = 7.11
- multiplicity = 1
- relative energy (zero: lowest compared OMol25 entry of this formula, charge and spin) (kcal per mole) = 58.2
- charge = -1

Density functional theory data (ωB97M-V with the def2-TZVPD basis set) for 2 unconnected molecules or ions with the total composition CH2NO2S.

Geometry (Å):
S 2.147 1.761 -0.100
O -0.804 -0.370 0.101
O 2.872 -0.775 -0.006
N 3.288 -1.882 0.192
C 2.063 0.105 0.070
H -0.891 0.469 0.485
H 0.199 -0.429 -0.101

Computed properties:
- E (eV) = -17484.4158
- frontier orbital gap (alpha / beta) (eV) = 6.56 / 6.51
- multiplicity = 1
- relative energy (zero: lowest compared OMol25 entry of this formula, charge and spin) (kcal per mole) = 152.1
- charge = -1

Density functional theory data (ωB97M-V with the def2-TZVPD basis set) for a molecular structure, CH2NO3PS.

Geometry (Å):
S -0.963 0.947 -0.585
P 2.027 -0.308 -0.200
O 2.718 -0.807 -1.419
O 1.445 -1.307 0.759
O 2.593 0.955 0.416
N -3.012 0.275 0.384
C 0.495 0.521 -0.819
H -2.890 -0.749 0.259
H -2.414 0.473 1.206

Computed properties:
- E (eV) = -28824.7071
- frontier orbital gap (alpha / beta) (eV) = 6.27 / 6.28
- multiplicity = 1
- relative energy (zero: lowest compared OMol25 entry of this formula, charge and spin) (kcal per mole) = 116.8
- charge = -2

Density functional theory data (ωB97M-V with the def2-TZVPD basis set) for a molecular structure, CH2NO3PS.

Geometry (Å):
S -3.301 0.429 -0.041
P 0.326 -0.732 -0.154
O -0.053 -0.894 -1.545
O -0.228 -1.218 1.101
O -0.765 1.259 0.110
N 1.865 -0.209 0.132
C -1.879 1.007 -0.010
H 1.865 0.121 1.081
H 2.170 0.237 -0.675

Computed properties:
- E (eV) = -28822.9885
- frontier orbital gap (alpha / beta) (eV) = 7.10 / 6.87
- multiplicity = 3
- relative energy (zero: lowest compared OMol25 entry of this formula, charge and spin) (kcal per mole) = 51.2

Density functional theory data (ωB97M-V with the def2-TZVPD basis set) for 2 unconnected molecules or ions with the total composition CH2NO4.

Geometry (Å):
O -1.512 -1.186 -0.108
O 1.372 -0.335 -0.692
O 1.741 -0.528 0.820
O -1.816 0.814 0.745
N 0.295 0.454 -0.984
C -1.364 -0.016 0.038
H 0.839 -0.646 1.057
H 0.444 1.443 -0.875

Computed properties:
- E (eV) = -10746.3202
- frontier orbital gap (eV) = 8.52
- multiplicity = 1
- relative energy (zero: lowest compared OMol25 entry of this formula, charge and spin) (kcal per mole) = 49.1
- charge = -1

Density functional theory data (ωB97M-V with the def2-TZVPD basis set) for a gas-phase ion, CH2NO4P (charge -2).

Geometry (Å):
P 1.401 -0.022 0.038
O 1.420 1.085 -0.999
O 1.787 0.404 1.439
O 1.886 -1.408 -0.353
O -2.658 0.145 0.012
N -0.387 -0.311 0.257
C -1.406 0.296 -0.283
H -0.752 -1.055 1.173
H -1.291 0.867 -1.284

Computed properties:
- E (eV) = -20040.0706
- frontier orbital gap (eV) = 6.48
- SMILES string = O=CNP(=O)([O-])[O-]
- multiplicity = 1
- relative energy (zero: lowest compared OMol25 entry of this formula, charge and spin) (kcal per mole) = 21.9
- charge = -2